No. 1
Density functional theory data (ωB97M-V/def2-TZVPD) for 3 unconnected molecules or ions with the total composition C31H50ClF5N3O6P in a non-equilibrium geometry.

Results
- orbital gap (eV) = 7.443
- net charge = 0
- SMILES string = CNCc1c2c(c(CCCC(F)(F)C(F)(F)F)c(N=C(C)C)c1P(O)Cl)C(=O)N(OC[C@H](C)CC(C)C)C2=O.CC(C)O.CC(C)O
- lowest unoccupied orbital energy (eV) = -1.55

Geometry (Å):
C1 3.164 -4.385 3.788
N1 2.385 -4.489 2.511
C2 1.468 -3.325 2.285
C3 1.930 -2.568 0.956
C4 1.056 -2.699 -0.304
C5 1.313 -2.046 -1.697
C6 2.611 -1.224 -1.802
C7 2.973 -0.505 -3.200
C8 2.387 1.014 -3.151
C9 3.513 2.111 -2.833
C10 2.911 3.595 -2.610
F1 1.634 3.774 -3.194
F2 3.890 4.491 -3.177
C11 2.922 3.932 -1.021
F3 4.253 3.919 -0.506
F4 2.432 5.240 -0.757
F5 2.213 2.964 -0.265
C12 3.562 -1.094 -0.553
N2 4.800 -0.323 -0.767
C13 5.858 -1.108 -0.837
C14 5.858 -2.700 -0.937
C15 7.296 -0.362 -0.766
C16 3.260 -1.720 0.841
P1 4.388 -1.515 2.365
O1 5.501 -0.217 2.088
Cl1 3.226 -0.794 4.022
C17 0.177 -2.394 -2.751
O2 0.122 -2.301 -3.990
N3 -0.887 -2.958 -1.863
O3 -1.875 -2.080 -1.516
C18 -3.152 -2.417 -2.136
C19 -4.266 -2.539 -0.957
C20 -5.387 -3.622 -1.327
C21 -4.825 -1.095 -0.517
C22 -6.379 -0.838 -0.826
C23 -6.590 0.775 -1.007
C24 -7.223 -1.234 0.489
C25 -0.297 -3.481 -0.590
O4 -0.823 -4.410 0.057
H1 4.280 -4.295 3.506
H2 2.820 -3.546 4.482
H3 3.058 -5.371 4.384
H4 3.079 -4.454 1.744
H5 0.419 -3.747 2.077
H6 1.362 -2.617 3.172
H7 4.088 -0.546 -3.427
H8 2.401 -1.021 -4.055
H9 1.859 1.298 -4.127
H10 1.581 1.091 -2.327
H11 4.017 1.831 -1.844
H12 4.346 2.155 -3.620
H13 5.859 -3.191 0.094
H14 5.002 -3.144 -1.544
H15 6.834 -2.999 -1.468
H16 7.324 0.123 0.282
H17 7.371 0.411 -1.605
H18 8.115 -1.152 -0.867
H19 4.938 0.501 1.703
H20 -3.467 -1.540 -2.816
H21 -3.110 -3.345 -2.796
H22 -3.689 -2.960 -0.046
H23 -6.306 -3.569 -0.642
H24 -5.773 -3.440 -2.402
H25 -4.981 -4.695 -1.290
H26 -4.671 -1.005 0.623
H27 -4.191 -0.292 -1.025
H28 -6.764 -1.302 -1.792
H29 -5.623 1.320 -1.271
H30 -7.305 0.928 -1.903
H31 -7.140 1.236 -0.108
H32 -6.951 -0.463 1.305
H33 -6.966 -2.256 0.924
H34 -8.343 -1.108 0.295
C26 -0.732 1.123 1.749
C27 -1.821 0.656 0.796
C28 -1.480 1.002 -0.644
O5 -3.058 1.272 1.151
H35 -0.610 2.210 1.701
H36 -0.995 0.879 2.782
H37 0.228 0.654 1.512
H38 -1.956 -0.425 0.893
H39 -1.385 2.085 -0.775
H40 -2.275 0.671 -1.317
H41 -0.543 0.529 -0.952
H42 -2.950 2.230 1.069
C29 -2.005 6.075 4.096
C30 -2.062 5.091 2.939
C31 -0.876 5.267 2.003
O6 -3.273 5.285 2.210
H43 -2.036 7.108 3.732
H44 -2.869 5.945 4.753
H45 -1.094 5.941 4.685
H46 -2.075 4.068 3.327
H47 -0.868 6.271 1.566
H48 -0.936 4.560 1.170
H49 0.069 5.107 2.529
H50 -3.270 6.186 1.862

No. 2
Density functional theory data (ωB97M-V/def2-TZVPD) for 8 unconnected molecules or ions with the total composition C31H50ClF7N2O7 in a non-equilibrium geometry.

Results
- orbital gap (eV) = 9.537
- net charge = 0
- SMILES string = N#CC[C@@](C#N)(CCCCl)C(F)(F)C(F)(F)C(F)(F)F.CC(C)=O.CC(C)=O.CC(C)=O.CC(C)=O.CC(C)=O.CC(C)=O.CC(C)=O
- lowest unoccupied orbital energy (eV) = 0.38

Geometry (Å):
N1 0.757 -4.295 1.387
C1 0.843 -4.120 0.257
C2 0.991 -3.883 -1.174
C3 0.038 -2.759 -1.738
C4 -0.171 -3.092 -3.152
N2 -0.330 -3.270 -4.275
C5 -1.318 -2.771 -1.012
C6 -2.096 -4.077 -1.149
C7 -3.372 -4.019 -0.305
Cl1 -2.999 -4.492 1.377
C8 0.810 -1.433 -1.587
F1 1.264 -1.359 -0.314
F2 1.896 -1.454 -2.398
C9 0.086 -0.081 -1.841
F3 1.028 0.873 -1.662
F4 -0.883 0.132 -0.936
C10 -0.505 0.169 -3.257
F5 0.336 -0.189 -4.206
F6 -0.748 1.471 -3.374
F7 -1.654 -0.478 -3.413
H1 2.030 -3.664 -1.408
H2 0.746 -4.808 -1.695
H3 -1.942 -2.012 -1.487
H4 -1.216 -2.472 0.032
H5 -1.512 -4.931 -0.807
H6 -2.398 -4.226 -2.187
H7 -4.103 -4.715 -0.696
H8 -3.768 -3.006 -0.285
C11 -0.402 -6.343 5.986
C12 -1.126 -5.101 5.527
C13 -0.276 -3.903 5.186
O1 -2.331 -5.069 5.434
H9 -1.124 -7.128 6.197
H10 0.283 -6.683 5.207
H11 0.171 -6.129 6.890
H12 0.411 -4.151 4.374
H13 0.302 -3.595 6.059
H14 -0.916 -3.083 4.871
C14 -7.946 -4.007 -1.747
C15 -7.103 -5.239 -1.967
C16 -7.351 -6.021 -3.234
O2 -6.267 -5.582 -1.164
H15 -7.666 -3.538 -0.806
H16 -7.789 -3.297 -2.561
H17 -9.003 -4.277 -1.716
H18 -7.172 -5.388 -4.105
H19 -8.385 -6.369 -3.262
H20 -6.683 -6.878 -3.270
C17 -3.863 0.403 -1.093
C18 -5.242 -0.048 -0.679
C19 -6.272 1.025 -0.430
O3 -5.506 -1.223 -0.556
H21 -3.236 -0.467 -1.233
H22 -3.919 0.963 -2.028
H23 -3.427 1.041 -0.323
H24 -6.421 1.617 -1.335
H25 -5.935 1.687 0.369
H26 -7.214 0.567 -0.142
C20 2.962 2.947 -0.811
C21 3.393 4.237 -0.158
C22 3.796 5.365 -1.078
O4 3.415 4.365 1.044
H27 2.701 2.222 -0.044
H28 2.096 3.123 -1.449
H29 3.775 2.547 -1.421
H30 2.961 5.637 -1.725
H31 4.644 5.061 -1.695
H32 4.081 6.228 -0.482
C23 6.499 7.782 0.399
C24 6.950 8.288 -0.948
C25 7.189 9.773 -1.075
O5 7.111 7.538 -1.884
H33 6.366 6.703 0.352
H34 7.246 8.016 1.158
H35 5.552 8.249 0.675
H36 7.963 10.089 -0.373
H37 6.271 10.320 -0.851
H38 7.506 10.006 -2.088
C26 9.941 7.165 -5.709
C27 10.071 5.862 -4.954
C28 9.136 5.662 -3.788
O6 10.885 5.027 -5.274
H39 10.664 7.189 -6.520
H40 8.934 7.260 -6.120
H41 10.124 8.005 -5.037
H42 8.100 5.702 -4.126
H43 9.286 6.445 -3.045
H44 9.328 4.693 -3.333
C29 -5.342 -1.589 8.397
C30 -4.485 -2.815 8.177
C31 -4.745 -3.610 6.922
O7 -3.633 -3.136 8.973
H45 -5.057 -1.107 9.330
H46 -5.206 -0.886 7.573
H47 -6.394 -1.872 8.446
H48 -4.581 -2.985 6.043
H49 -5.776 -3.969 6.917
H50 -4.070 -4.457 6.878

No. 3
Density functional theory data (ωB97M-V/def2-TZVPD) for a molecular structure, C31H50ClIrPS in a non-equilibrium geometry.

Results
- orbital gap (spin up / spin down) (eV) = 2.695 / 6.286
- net charge = -1
- lowest unoccupied orbital energy (spin up / spin down) (eV) = 2.43 / 1.77
- spin multiplicity = 5

Geometry (Å):
Ir1 0.407 -0.084 1.552
P1 0.309 0.440 -0.754
Cl1 1.237 2.116 1.797
C1 -1.673 0.178 1.184
H1 -2.665 -0.296 1.006
H2 -1.943 1.230 1.458
C2 2.139 0.678 -1.096
C3 -0.559 2.091 -1.044
C4 2.606 0.761 -2.548
H3 2.331 1.648 -0.606
C5 4.092 1.141 -2.586
H4 2.470 -0.214 -3.041
H5 2.027 1.500 -3.120
C6 4.968 0.200 -1.746
H6 4.437 1.145 -3.627
H7 4.199 2.166 -2.204
C7 4.422 -0.019 -0.331
H8 5.037 -0.770 -2.256
H9 5.986 0.600 -1.691
C8 2.936 -0.391 -0.345
H10 4.992 -0.807 0.178
H11 4.542 0.901 0.258
H12 2.805 -1.364 -0.845
H13 2.552 -0.495 0.691
C9 -0.377 -0.650 -2.157
C10 -2.058 1.934 -1.318
H14 -0.447 2.567 -0.056
C11 -2.756 3.295 -1.251
H15 -2.231 1.488 -2.306
H16 -2.499 1.248 -0.584
C12 -2.120 4.317 -2.200
H17 -3.820 3.173 -1.490
H18 -2.695 3.672 -0.222
C13 -0.594 4.398 -2.062
H19 -2.378 4.059 -3.236
H20 -2.551 5.308 -2.010
C14 0.095 3.028 -2.066
H21 -0.180 5.012 -2.872
H22 -0.346 4.904 -1.119
H23 0.032 2.597 -3.076
H24 1.162 3.160 -1.841
C15 0.341 -1.997 -2.281
H25 -1.411 -0.833 -1.814
C16 -0.395 -2.940 -3.241
H26 1.368 -1.837 -2.643
H27 0.422 -2.491 -1.308
C17 -0.614 -2.322 -4.626
H28 0.176 -3.873 -3.334
H29 -1.368 -3.200 -2.802
C18 -1.202 -0.908 -4.545
H30 0.344 -2.287 -5.163
H31 -1.281 -2.963 -5.212
C19 -0.458 -0.005 -3.552
H32 -1.186 -0.440 -5.539
H33 -2.255 -0.973 -4.240
H34 0.558 0.179 -3.930
H35 -0.957 0.969 -3.525
C20 0.240 -2.092 1.272
C21 -1.283 -1.799 1.030
H36 0.762 -2.380 0.339
C22 -2.243 -2.446 2.006
H37 -1.585 -1.763 -0.025
C23 -1.651 -2.814 3.354
H38 -3.131 -1.825 2.175
H39 -2.609 -3.357 1.523
C24 -0.439 -3.721 3.212
H40 -1.393 -1.915 3.922
H41 -2.409 -3.340 3.939
C25 0.661 -3.129 2.345
H42 -0.028 -3.968 4.196
H43 -0.754 -4.680 2.782
H44 1.449 -2.697 2.979
H45 1.173 -3.954 1.830
S1 1.077 -0.262 3.799
C26 -0.211 0.133 4.875
C27 -0.097 -0.409 6.190
C28 -0.969 -0.022 7.189
C29 -2.001 0.889 6.916
C30 -2.145 1.393 5.615
C31 -1.268 1.029 4.602
H46 0.718 -1.106 6.373
H47 -0.839 -0.431 8.196
H48 -2.675 1.198 7.712
H49 -2.964 2.093 5.400
H50 -1.361 1.433 3.595

No. 4
Density functional theory data (ωB97M-V/def2-TZVPD) for 7 unconnected molecules or ions with the total composition C31H50F2NO9S4 in a non-equilibrium geometry.

Results
- orbital gap (eV) = 8.980
- net charge = +1
- lowest unoccupied orbital energy (eV) = -2.07

Geometry (Å):
C1 3.057 -3.141 2.509
C2 1.931 -2.415 1.797
O1 0.808 -3.015 1.733
N1 2.122 -1.087 1.068
H1 2.004 -0.470 1.781
H2 3.047 -0.981 0.609
C3 1.008 -0.732 0.153
H3 3.546 -3.502 1.639
H4 2.583 -3.926 3.030
H5 3.746 -2.436 3.008
H6 0.724 -1.162 -0.831
H7 1.342 0.360 -0.194
H8 0.129 -0.653 0.744
F1 -2.244 4.668 0.072
C4 -1.868 3.898 1.074
C5 -1.034 4.292 2.089
C6 -0.451 3.438 3.075
C7 -0.728 1.986 2.915
C8 -1.606 1.618 1.909
C9 -2.117 2.552 0.971
H9 -0.847 5.465 2.304
H10 0.071 4.077 3.946
H11 -0.598 1.355 3.694
H12 -2.076 0.553 1.874
H13 -2.745 2.188 0.094
F2 0.537 -3.136 4.680
C10 -0.073 -2.070 5.108
C11 0.568 -1.065 5.927
C12 -0.142 0.078 6.312
C13 -1.486 0.337 5.841
C14 -2.114 -0.747 5.093
C15 -1.419 -1.834 4.626
H14 1.434 -1.238 6.235
H15 0.290 0.791 6.901
H16 -1.999 1.129 6.093
H17 -3.230 -0.839 4.895
H18 -1.866 -2.339 3.871
C16 2.046 -5.302 -3.694
C17 1.014 -4.283 -3.304
C18 0.991 -4.395 -1.816
S1 2.699 -4.264 -1.393
O2 2.738 -4.839 -0.092
O3 3.092 -2.881 -1.583
C19 3.288 -5.188 -2.723
H19 2.224 -5.174 -4.782
H20 1.635 -6.384 -3.700
H21 -0.129 -4.451 -3.562
H22 1.094 -3.142 -3.659
H23 0.705 -5.404 -1.636
H24 0.230 -3.702 -1.387
H25 3.402 -6.291 -2.326
H26 4.302 -4.696 -3.054
C20 1.752 4.215 -0.050
C21 2.630 4.258 -1.388
C22 3.252 2.998 -1.487
S2 3.765 2.700 0.207
O4 5.146 3.072 0.466
O5 3.342 1.309 0.410
C23 2.688 3.852 1.042
H27 0.993 3.487 -0.197
H28 1.323 5.155 0.249
H29 3.256 5.114 -1.269
H30 1.857 4.519 -2.122
H31 4.103 2.958 -2.123
H32 2.339 2.250 -1.539
H33 3.233 4.723 1.096
H34 2.397 3.606 1.943
C24 -0.974 3.952 -4.380
C25 -0.022 2.868 -4.980
C26 -0.545 1.662 -4.526
S3 -0.961 1.924 -2.785
O6 0.247 1.510 -2.100
O7 -2.218 1.304 -2.573
C27 -1.032 3.648 -2.816
H35 -1.963 4.018 -4.861
H36 -0.677 5.047 -4.510
H37 1.001 2.956 -4.521
H38 0.047 2.834 -6.006
H39 0.111 0.794 -4.501
H40 -1.596 1.244 -4.971
H41 -0.205 4.015 -2.280
H42 -1.892 4.119 -2.367
C28 -4.533 -1.189 0.740
C29 -4.995 -1.175 -0.718
C30 -4.028 -1.611 -1.555
S4 -2.964 -2.663 -0.622
O8 -1.839 -1.960 -0.434
O9 -2.921 -4.019 -1.176
C31 -3.972 -2.610 0.832
H43 -5.316 -1.131 1.392
H44 -3.792 -0.361 0.661
H45 -5.389 -0.105 -0.777
H46 -5.896 -1.794 -0.967
H47 -3.288 -0.816 -2.067
H48 -4.281 -2.145 -2.415
H49 -3.115 -2.953 1.507
H50 -4.714 -3.211 0.630

No. 5
Density functional theory data (ωB97M-V/def2-TZVPD) for 2 unconnected molecules or ions with the total composition C31H50FSi in a non-equilibrium geometry.

Results
- orbital gap (eV) = 6.162
- net charge = +1
- lowest unoccupied orbital energy (eV) = -5.32

Geometry (Å):
C1 6.310 0.154 -3.806
C2 4.794 0.078 -3.970
C3 4.053 0.218 -2.653
C4 2.543 0.167 -2.813
C5 1.820 0.309 -1.477
C6 0.316 0.409 -1.729
Si1 -0.823 0.479 -0.239
C7 -2.600 0.450 -0.716
C8 -2.843 -0.924 -1.373
C9 -4.270 -1.064 -1.819
C10 -4.598 -2.382 -2.465
C11 -6.067 -2.558 -2.856
C12 -6.282 -3.948 -3.467
C13 -0.414 -0.845 1.001
C14 -1.406 -1.028 2.178
C15 -2.137 -2.356 2.251
C16 -1.248 -3.584 2.396
C17 -2.027 -4.885 2.571
C18 -1.129 -6.105 2.720
H1 0.364 2.652 0.987
H2 6.811 0.025 -4.774
H3 6.619 1.128 -3.399
H4 6.678 -0.625 -3.133
H5 4.465 0.854 -4.666
H6 4.534 -0.889 -4.424
H7 4.373 -0.585 -1.977
H8 4.342 1.163 -2.169
H9 2.213 0.947 -3.500
H10 2.264 -0.788 -3.270
H11 2.038 -0.574 -0.852
H12 2.195 1.179 -0.928
H13 0.069 1.229 -2.426
H14 -0.088 -0.532 -2.111
H15 -3.181 0.612 0.215
H16 -2.768 1.310 -1.401
H17 -2.147 -1.033 -2.216
H18 -2.567 -1.710 -0.652
H19 -4.927 -0.912 -0.959
H20 -4.501 -0.257 -2.517
H21 -4.001 -2.520 -3.372
H22 -4.334 -3.210 -1.800
H23 -6.714 -2.437 -1.975
H24 -6.367 -1.787 -3.577
H25 -7.322 -4.120 -3.747
H26 -5.661 -4.064 -4.363
H27 -5.988 -4.723 -2.749
H28 -0.420 -1.685 0.290
H29 0.620 -0.710 1.385
H30 -0.820 -0.902 3.086
H31 -2.159 -0.220 2.187
H32 -2.790 -2.314 3.126
H33 -2.810 -2.494 1.398
H34 -0.588 -3.678 1.528
H35 -0.600 -3.453 3.267
H36 -2.678 -4.800 3.456
H37 -2.699 -5.030 1.711
H38 -1.728 -7.008 2.863
H39 -0.512 -6.248 1.833
H40 -0.465 -6.002 3.587
F1 4.605 6.379 1.435
C19 3.790 5.537 0.708
C20 3.926 5.476 -0.658
C21 3.115 4.580 -1.355
C22 2.141 3.832 -0.677
C23 2.071 3.821 0.729
C24 1.287 2.771 1.467
C25 1.010 2.935 2.948
C26 0.755 1.819 3.744
C27 0.686 1.950 5.127
C28 0.818 3.211 5.743
C29 0.895 4.347 4.935
C30 0.986 4.217 3.551
C31 2.905 4.707 1.421
H41 4.679 6.105 -1.177
H42 3.240 4.452 -2.417
H43 1.447 3.210 -1.253
H44 1.840 1.822 1.327
H45 0.682 0.847 3.280
H46 0.542 1.059 5.748
H47 0.858 3.293 6.833
H48 0.896 5.344 5.382
H49 1.125 5.126 2.965
H50 2.955 4.785 2.496

Q: Number 1 is which compound?
A: C31H50ClF5N3O6P

Q: net charge of number 4 (C31H50F2NO9S4)?
A: +1